<A>
An isolated ion of composition C6H11O and charge -1. Source: OMol25; level of theory: ωB97M-V with the def2-TZVPD basis set.

```
! wB97M-V def2-TZVPD RIJCOSX def2/J DEFGRID3
* xyz -1 1
C -1.96 -1.58 1.63
C -1.02 -0.40 1.37
C -0.97 0.33 0.28
C 0.18 1.24 -0.02
C 0.83 0.93 -1.38
C 2.08 -0.01 -1.34
O 2.23 -0.66 -2.49
H -2.85 -1.55 0.99
H -2.31 -1.45 2.65
H -1.44 -2.52 1.45
H -0.15 -0.39 2.03
H -1.62 0.33 -0.60
H 0.93 1.20 0.77
H -0.18 2.29 -0.03
H 1.22 1.84 -1.84
H 0.15 0.46 -2.09
H 2.88 0.67 -0.92
H 2.01 -0.73 -0.45
*
```

SMILES string: C/C=C/CCC[O-]
Kohn-Sham gap: 5.82 eV
HOMO: -2.11 eV
LUMO energy: 3.7 eV



<B>
A 2-piece molecular cluster, C6H11O overall. Source: OMol25; level of theory: ωB97M-V with the def2-TZVPD basis set.

```
! wB97M-V def2-TZVPD RIJCOSX def2/J DEFGRID3
* xyz -1 1
C 1.24 -2.78 -0.10
O 2.45 -3.37 -0.01
C 1.30 -1.24 -0.14
C -0.10 -0.60 -0.21
C -0.09 0.89 -0.18
C -1.13 1.68 -0.52
C -1.38 2.91 0.33
H 0.75 -3.08 -1.10
H 0.55 -3.13 0.70
H 1.93 -0.89 -0.95
H 1.82 -0.94 0.77
H -0.69 -0.91 0.65
H -0.63 -0.97 -1.09
H 0.82 1.30 0.25
H -2.59 1.21 0.04
H -0.46 3.53 0.42
H -2.04 3.65 -0.16
H -1.76 2.73 1.31
*
```

Kohn-Sham gap: 5.29 eV
HOMO: -2.14 eV
LUMO energy: 3.1 eV



<C>
A 2-piece molecular cluster, C6H11O overall. Source: OMol25; level of theory: ωB97M-V with the def2-TZVPD basis set.

```
! wB97M-V def2-TZVPD RIJCOSX def2/J DEFGRID3
* xyz -1 1
C -0.86 -2.74 0.67
C -0.31 -1.62 0.11
C -0.69 -1.19 -1.22
C 0.02 -0.20 -1.85
H -1.46 -3.41 0.06
H -0.69 -3.01 1.72
H 0.43 -0.95 0.60
H -1.47 -1.76 -1.80
H -0.09 -0.09 -2.94
H 0.92 0.18 -1.31
C 0.97 1.31 1.03
O 1.77 0.58 0.14
C 0.06 2.42 0.47
H 1.66 1.76 1.78
H 0.20 0.75 1.68
H -0.63 2.84 1.18
H -0.51 1.89 -0.31
H 0.67 3.22 -0.01
*
```

Kohn-Sham gap: 6.88 eV
HOMO: -2.80 eV
LUMO energy: 4.1 eV



Of all the structures shown, which is most stable? <A>, and <B> is the least stable.